No. 1
{
  "formula": "C2H7N2O",
  "method": "wB97M-V/def2-TZVPD",
  "homo_lumo_gap_ev": 6.2134,
  "relative_energy_kcal_mol": 36.8,
  "lumo_energy_ha": 0.1551,
  "charge": -1,
  "homo_ev": -1.99,
  "energy_ha": -265.10164,
  "symbols": ["C", "O", "H", "H", "H", "N", "C", "N", "H", "H", "H", "H"],
  "coordinates": [[-1.6469, -0.2947, -1.5279], [-1.1798, -0.9477, -0.3953], [-2.7281, -0.3956, -1.6145], [-1.3650, 0.7673, -1.4214], [-1.2015, -0.5990, -2.4910], [2.2644, -0.1281, 1.1311], [0.8847, -0.0631, 1.3834], [0.4409, 1.1580, 1.2311], [2.8158, -0.8187, 1.6058], [2.7118, 0.7119, 0.7792], [-0.4204, -0.5026, 0.0842], [-0.5759, 1.1123, 1.2352]],
  "forces_ev_per_a": [[0.9, 1.3, 0.2], [-0.1, -0.9, 0.1], [-0.2, 0.0, 0.1], [-0.5, 0.0, -0.3], [0.1, -0.4, 0.2], [-0.2, -0.2, -0.1], [0.4, 0.3, 0.1], [-0.1, -0.1, -0.6], [0.0, 0.0, -0.1], [0.2, 0.2, 0.4], [-0.4, -0.4, -0.3], [0.0, 0.2, 0.4]],
  "nbo_charge": [-0.2362, -0.7942, 0.1457, 0.1608, 0.1290, -0.9243, -0.0408, -0.9236, 0.3560, 0.3274, 0.4943, 0.3059]
}


No. 2
{
  "formula": "C34H56Al2BClF8MgN3O14S2",
  "method": "wB97M-V/def2-TZVPD",
  "homo_lumo_gap_ev": 1.6288,
  "lumo_energy_ha": -0.1803,
  "charge": -1,
  "homo_ev": -6.53,
  "energy_ha": -5311.91017,
  "symbols": ["C", "C", "C", "C", "C", "C", "C", "C", "C", "C", "C", "C", "C", "C", "O", "N", "C", "C", "O", "C", "O", "C", "H", "H", "H", "H", "H", "H", "H", "H", "H", "H", "H", "H", "H", "H", "H", "H", "H", "B", "F", "F", "F", "F", "Mg", "O", "S", "O", "O", "O", "C", "C", "C", "N", "C", "C", "C", "C", "C", "H", "H", "H", "H", "H", "H", "H", "H", "H", "H", "H", "H", "H", "H", "H", "H", "H", "H", "C", "C", "C", "O", "C", "N", "H", "H", "H", "H", "H", "H", "H", "H", "H", "H", "H", "C", "O", "C", "C", "O", "C", "H", "H", "H", "H", "H", "H", "H", "H", "H", "H", "Al", "F", "Al", "F", "F", "F", "Cl", "O", "S", "O", "O", "O"],
  "coordinates": [[0.9409, -6.1800, 2.9477], [0.0188, -5.5516, 1.8540], [0.4874, -4.6461, 0.7676], [-0.5276, -4.1127, -0.1729], [-1.9846, -4.4112, -0.0803], [-2.4393, -5.2687, 0.9877], [-3.8898, -5.6450, 1.2989], [-5.0056, -4.5979, 0.9055], [-6.3183, -5.0602, 0.3298], [-7.4095, -4.0716, 0.0379], [-7.2577, -2.5939, 0.2914], [-5.9573, -2.1340, 0.8291], [-4.8289, -3.1150, 1.1486], [-3.6521, -2.2404, 1.7225], [-2.6566, -2.5030, 2.3312], [-4.0800, -0.8431, 1.3855], [-3.2094, -0.0888, 0.4512], [-2.2193, 0.9053, 1.2186], [-1.1509, 0.2362, 1.9121], [-5.4900, -0.6521, 1.1845], [-6.1348, 0.3423, 1.2298], [-1.4120, -5.8401, 1.9283], [1.7403, -6.8197, 2.4519], [1.4573, -5.3774, 3.5839], [0.3283, -6.8115, 3.6497], [1.5852, -4.3961, 0.7121], [-0.1438, -3.4182, -0.9761], [-2.7278, -3.9734, -0.7829], [-3.9609, -5.9197, 2.3916], [-4.1028, -6.6075, 0.7325], [-6.4305, -6.1634, 0.1668], [-8.3651, -4.5231, -0.3636], [-8.0926, -1.8699, 0.0922], [-3.7854, 0.5204, -0.2969], [-2.5630, -0.8397, -0.1819], [-2.7875, 1.4998, 1.9906], [-1.7146, 1.5684, 0.4500], [-1.5013, -0.1528, 2.7362], [-1.7609, -6.5237, 2.7553], [-9.4997, -7.1468, -0.9381], [-10.3398, -8.1346, -1.5109], [-9.9551, -6.8301, 0.3712], [-8.1604, -7.6394, -0.8670], [-9.5256, -5.9696, -1.7438], [0.6262, -1.8508, -1.6450], [-0.7656, -3.6390, 6.0221], [-0.2436, -3.1105, 4.7554], [0.4795, -1.8494, 4.9951], [-1.3887, -2.8313, 3.8437], [0.6628, -4.0955, 4.1304], [2.9398, 4.9995, 2.6551], [4.0304, 4.0763, 2.1121], [3.7872, 3.5143, 0.7159], [2.8214, 2.3414, 0.5462], [2.5212, 2.2519, -0.9392], [3.4120, 1.0176, 1.0108], [3.0212, 0.8945, 2.4718], [1.7017, 1.6494, 2.6035], [1.5081, 2.4348, 1.3100], [2.1238, 4.4481, 3.1195], [3.3511, 5.6487, 3.4302], [2.5275, 5.6374, 1.8701], [4.2796, 3.3062, 2.8423], [4.9326, 4.6917, 2.0305], [4.7374, 3.1708, 0.3006], [3.4259, 4.3183, 0.0673], [3.4640, 2.1120, -1.4677], [2.0335, 3.1782, -1.2466], [1.8606, 1.4040, -1.1151], [2.9355, 0.2244, 0.4300], [4.4865, 1.0075, 0.8297], [3.7847, 1.3279, 3.1184], [2.9250, -0.1491, 2.7749], [1.7138, 2.2977, 3.4802], [0.8678, 0.9579, 2.7467], [1.2201, 3.4766, 1.4249], [0.7423, 1.9424, 0.7082], [7.0553, -3.9122, -3.4326], [5.8449, -4.8234, -3.2545], [4.7162, -4.1897, -2.4196], [4.9602, -4.1764, -1.0155], [5.7720, -3.1028, -0.5710], [6.2908, -6.0995, -2.6821], [7.6702, -3.8504, -2.5334], [7.6980, -4.2899, -4.2305], [6.7469, -2.8999, -3.7070], [5.4399, -5.0207, -4.2518], [3.8173, -4.7988, -2.5528], [4.4655, -3.1840, -2.7782], [5.5973, -2.1894, -1.1464], [6.8259, -3.3830, -0.6112], [5.5245, -2.9052, 0.4753], [5.4990, -6.7379, -2.6507], [6.5035, -5.9333, -1.7000], [0.7725, 6.2536, -1.2864], [2.1327, 6.0710, -1.6724], [2.2756, 5.8642, -3.0768], [2.6638, 7.1484, -3.7953], [1.6389, 8.1167, -3.7036], [1.8774, 9.0682, -2.6720], [0.7613, 6.7207, -0.3009], [0.2246, 6.8945, -1.9789], [0.2730, 5.2791, -1.2189], [1.3600, 5.4388, -3.4992], [3.0795, 5.1306, -3.2113], [2.8008, 6.9240, -4.8582], [3.6106, 7.5450, -3.4123], [2.5869, 9.8214, -3.0260], [2.2651, 8.6045, -1.7602], [0.9320, 9.5566, -2.4358], [3.1014, -4.6799, 2.4637], [-3.2048, 11.6025, -3.2550], [-1.7423, 10.8203, -3.8243], [-0.3662, 11.8768, -3.5500], [-1.8867, 10.4801, -5.5387], [-1.5012, 9.3145, -2.9453], [-2.5469, -1.6930, -1.5930], [-5.3426, 3.3716, 0.5113], [-6.7159, 3.6262, 0.0693], [-7.6615, 3.2267, 1.1130], [-6.9835, 2.8533, -1.1446], [-6.8743, 5.0561, -0.1997]],
  "forces_ev_per_a": [[0.8, -0.6, -1.6], [-1.7, 0.8, -1.1], [-3.0, -0.9, 0.5], [-0.2, -1.3, 2.0], [1.9, -0.9, 1.4], [3.0, 0.0, 1.0], [-0.8, -0.2, -0.7], [-1.3, 1.9, -0.1], [1.1, 3.1, 0.9], [1.8, 0.3, 0.9], [2.3, -2.1, 0.7], [-0.3, -2.2, 0.0], [-2.5, 0.0, -0.8], [-2.1, -0.3, -0.8], [-2.6, 0.7, -3.3], [1.2, 1.4, -0.9], [-0.1, 1.4, 2.2], [0.2, -0.3, 0.0], [-0.5, 0.3, -0.2], [0.0, -4.5, -0.9], [0.4, 0.6, -0.1], [0.6, 1.2, -1.4], [-1.0, 0.0, 0.3], [-1.0, -1.2, -0.5], [0.9, 0.7, -0.6], [-1.3, 0.0, -0.5], [-0.9, -1.6, 0.9], [1.0, -0.4, 0.6], [0.0, 0.5, -1.1], [0.0, 1.1, 0.6], [-0.3, 1.3, 0.0], [1.1, 0.8, 0.4], [1.0, -0.9, 0.2], [0.1, -0.6, 0.9], [-0.6, 0.9, 1.3], [0.3, -0.4, -1.1], [-0.7, -0.6, 0.8], [0.1, -0.2, -0.5], [0.4, 1.0, -1.0], [-0.3, -0.3, 0.0], [0.4, 0.4, 0.2], [0.3, 0.0, -0.5], [-0.3, 0.3, 0.0], [0.1, -0.3, 0.4], [-0.7, 0.8, -0.2], [0.0, 0.0, -0.4], [-0.4, 0.8, 1.2], [0.0, 0.2, -0.3], [2.1, -0.5, 2.2], [0.7, 0.8, 0.0], [-0.1, 0.0, 0.2], [-0.1, 0.3, 0.2], [0.1, 0.0, 0.1], [-0.1, -0.3, -0.9], [0.1, 0.2, 0.5], [-0.1, 0.2, 0.2], [0.4, -0.1, 0.3], [-0.4, 0.1, 0.5], [-0.1, -0.1, 0.0], [-0.1, 0.0, 0.0], [0.0, 0.0, -0.1], [0.0, 0.0, 0.0], [0.0, -0.1, -0.1], [0.0, -0.2, -0.2], [-0.1, -0.1, -0.1], [-0.2, -0.1, 0.0], [-0.1, 0.1, 0.0], [0.1, 0.0, 0.0], [0.1, 0.0, 0.1], [0.0, 0.2, -0.1], [-0.1, 0.1, -0.1], [0.0, 0.0, -0.1], [-0.1, 0.0, -0.1], [0.0, 0.0, -0.1], [0.1, 0.2, -0.1], [0.1, 0.0, 0.0], [0.2, 0.0, -0.1], [0.1, 0.1, -0.2], [0.3, 0.1, 0.3], [-0.2, -0.3, -0.2], [-0.2, 0.3, -0.1], [0.0, -0.3, 0.2], [-0.4, 0.1, 0.1], [-0.1, 0.0, 0.0], [-0.1, 0.0, 0.1], [0.0, 0.0, 0.0], [-0.1, 0.0, 0.1], [0.0, 0.0, 0.1], [0.1, 0.1, 0.0], [0.0, 0.0, -0.1], [0.1, 0.2, -0.1], [0.0, 0.0, 0.0], [0.1, -0.1, -0.1], [0.1, 0.0, -0.1], [0.0, 0.0, 0.1], [-0.1, -0.3, 0.0], [0.4, 0.1, 0.1], [-0.5, 0.1, -0.3], [0.3, -0.3, 0.3], [-0.2, 0.3, 0.0], [0.1, 0.0, 0.0], [0.0, 0.0, 0.0], [-0.1, 0.0, 0.0], [0.0, 0.1, 0.0], [0.0, 0.0, 0.0], [0.0, -0.1, 0.0], [0.0, -0.1, 0.1], [0.0, 0.0, 0.1], [0.0, -0.1, -0.1], [0.0, 0.0, -0.2], [-0.7, 0.2, 0.6], [1.2, -0.7, -0.4], [-0.2, 0.1, -0.2], [-1.0, -0.9, -0.1], [0.2, 0.2, 1.4], [0.0, 1.1, -0.6], [1.4, -0.8, -2.0], [-0.2, 0.3, 0.4], [0.0, -0.1, 0.1], [0.3, -0.4, -0.2], [-0.5, 0.3, 0.1], [0.4, -0.2, -0.4]],
  "lowdin_charge": [-0.1844, -0.2290, -0.0694, -0.1200, -0.0532, -0.1686, -0.1054, -0.0920, 0.0382, 0.0211, 0.0235, -0.0206, 0.0272, -0.2674, 0.0875, 0.0416, -0.2012, -0.1841, -0.1119, -0.3514, 0.1446, 0.0464, 0.0580, -0.0633, 0.1193, -0.0180, -0.1519, 0.0410, 0.1341, 0.1382, 0.1096, 0.1027, 0.1157, 0.1316, -0.1321, 0.1375, 0.1196, 0.0968, 0.1280, -1.1962, 0.0667, 0.0587, 0.0471, 0.0501, 0.6954, -0.2625, 0.2940, -0.3041, -0.2526, -0.4735, -0.0827, -0.2029, -0.1013, -0.2383, 0.0179, -0.0955, -0.1369, -0.1227, -0.0741, 0.0579, 0.0843, 0.0817, 0.0994, 0.1219, 0.1305, 0.1248, 0.1130, 0.1013, 0.0598, 0.1033, 0.1346, 0.1024, 0.1221, 0.1153, 0.1020, 0.1278, 0.1146, -0.0704, -0.4274, -0.2076, -0.2346, -0.1124, 0.0414, 0.0643, 0.0799, 0.0785, 0.1384, 0.1200, 0.1090, 0.0893, 0.0794, 0.0653, 0.0746, 0.0679, -0.0960, -0.2340, -0.2082, -0.2125, -0.1696, -0.0933, 0.0884, 0.0935, 0.0770, 0.1283, 0.1116, 0.1254, 0.1237, 0.0934, 0.0782, 0.0765, 1.0360, -0.2423, -0.0034, -0.2408, -0.2419, -0.2373, 0.1580, -0.1163, 0.2920, -0.0876, -0.0892, -0.0873]
}


No. 3
{
  "formula": "C20H20N4O6Re",
  "method": "wB97M-V/def2-TZVPD",
  "homo_lumo_gap_ev": [6.5431, 5.6399],
  "relative_energy_kcal_mol": 0.0,
  "lumo_energy_ha": [-0.3196, -0.3544],
  "multiplicity": 4,
  "charge": 2,
  "homo_ev": [-15.24, -15.28],
  "energy_ha": -1521.97125,
  "symbols": ["C", "C", "H", "H", "H", "H", "H", "H", "C", "C", "C", "C", "H", "H", "H", "H", "N", "C", "C", "N", "C", "C", "C", "H", "H", "C", "H", "H", "Re", "C", "H", "H", "H", "O", "C", "O", "C", "C", "C", "C", "C", "C", "N", "O", "O", "N", "O", "O", "H", "H", "H"],
  "coordinates": [[-1.1993, 1.1657, 3.9122], [-1.0427, -0.2643, 3.8491], [-0.4258, 1.6484, 4.5184], [-2.1144, 1.2897, 4.5006], [-1.2891, 1.7512, 2.9885], [-0.4704, -0.4489, 2.9181], [-0.4684, -0.6800, 4.6591], [-2.0387, -0.7551, 3.7739], [0.6365, 2.4549, -1.9702], [0.9915, 3.3491, -2.9497], [1.2919, 2.8916, -4.2338], [1.2611, 1.5360, -4.5352], [0.3373, 2.6698, -0.9411], [1.0270, 4.3948, -2.6705], [1.5573, 3.6090, -4.9948], [1.4849, 1.1051, -5.4984], [0.6587, 1.1255, -2.2890], [0.9372, 0.6231, -3.5310], [0.8365, -0.8126, -3.5404], [0.5821, -1.2842, -2.2847], [0.4415, -2.6253, -2.0497], [0.7367, -3.0773, -4.3975], [0.4844, -3.5152, -3.1002], [0.2751, -2.8866, -1.0064], [0.3138, -4.5616, -2.8940], [0.9230, -1.7183, -4.6077], [1.1341, -1.2958, -5.5764], [0.7782, -3.7866, -5.2194], [0.1352, -0.0355, -0.7556], [-1.8863, -0.0770, -1.1541], [-2.2719, -1.1170, -1.2501], [-2.2000, 0.5231, -2.0338], [-2.2958, 0.3868, -0.2259], [3.2299, -0.5749, 0.2731], [2.4113, -0.2384, 1.1156], [1.1183, 0.0726, 0.8663], [2.6556, -0.0843, 2.5991], [2.4638, 1.1627, 3.2004], [2.2082, 1.2104, 4.5852], [2.2112, 0.0478, 5.3617], [2.5173, -1.1740, 4.7550], [2.7832, -1.2435, 3.3677], [2.2684, -2.4119, 5.4530], [1.8822, -2.3481, 6.6423], [2.4181, -3.4814, 4.8228], [1.6039, 2.4157, 5.1320], [1.3981, 3.3750, 4.3520], [1.2816, 2.4138, 6.3441], [2.4360, 2.0669, 2.6026], [1.9180, 0.0874, 6.4139], [2.9938, -2.2010, 2.8997]],
  "forces_ev_per_a": [[-0.9, 2.9, 1.9], [0.2, -2.4, -2.2], [-0.3, -0.1, -0.3], [0.0, 0.9, -0.2], [-0.1, -0.4, 0.0], [-0.1, -0.8, 0.3], [0.0, -0.2, 0.4], [0.9, 0.0, 0.0], [0.4, -1.2, -1.0], [-0.1, 0.5, 0.4], [0.1, -0.1, 0.1], [-0.2, -1.0, 0.5], [0.2, 0.4, -0.3], [0.0, 0.0, -0.3], [0.0, 0.0, -0.1], [0.1, 0.4, -0.3], [-0.8, 0.7, 0.3], [0.0, 2.0, 0.5], [-0.2, -1.7, 0.1], [-0.6, -1.2, 0.0], [0.0, 1.1, -0.5], [-0.1, 0.3, 0.3], [0.0, -0.4, 0.3], [0.0, -0.3, -0.2], [0.1, -0.1, 0.0], [0.2, 1.1, 0.5], [0.0, -0.2, -0.3], [0.0, 0.2, 0.1], [1.6, -0.7, -1.1], [-0.5, 0.1, 0.2], [0.1, 0.6, 0.1], [0.1, -0.3, 0.4], [-0.2, -0.3, -0.5], [-2.4, 0.5, 1.1], [3.5, -0.3, 0.4], [-1.0, 0.1, -0.3], [0.1, -0.1, 0.3], [-0.5, -0.2, 0.7], [0.1, -1.2, -1.1], [0.0, -0.1, 0.2], [0.0, 1.4, -1.6], [-0.4, 0.1, 0.6], [-0.4, -2.7, 2.1], [0.9, 0.1, -2.7], [-0.2, 2.2, 1.1], [-0.8, 2.6, 1.7], [0.6, -2.1, 1.5], [0.8, -0.2, -3.0], [-0.3, 0.0, 0.2], [0.1, 0.0, -0.4], [-0.2, 0.1, 0.2]],
  "mulliken_spin": [-0.0002, 0.0010, 0.0000, -0.0001, -0.0004, 0.0027, 0.0000, 0.0002, 0.0562, -0.0047, 0.0533, -0.0062, -0.0062, 0.0008, 0.0004, -0.0001, -0.0441, 0.0681, 0.0243, -0.0648, 0.0283, 0.0483, -0.0101, 0.0078, 0.0004, -0.0044, 0.0001, -0.0001, 2.4889, -0.0678, 0.0194, 0.0422, 0.0044, 0.0183, 0.0525, 0.2744, 0.0099, 0.0030, -0.0013, 0.0023, 0.0001, 0.0033, 0.0001, 0.0000, -0.0002, 0.0001, -0.0001, -0.0001, -0.0002, 0.0000, 0.0001]
}